Formula: C24H29BrN4O3PdS
Source: the Open Molecules 2025 dataset
Level of theory: ωB97M-V/def2-TZVPD

XYZ file:
```
63
Properties=species:S:1:pos:R:3:forces:R:3
Pd -1.461083 -1.565934 0.792996 -0.307 -0.268 0.513
N -7.730663 4.842832 1.369947 -0.007 -0.026 0.018
C -6.975674 3.821830 0.740332 0.049 0.009 -0.007
C -7.611708 2.781395 0.072398 0.000 0.009 0.002
C -6.867576 1.797591 -0.563519 -0.051 -0.058 -0.005
C -5.486576 1.850626 -0.551745 0.093 -0.051 -0.058
C -4.845800 2.890235 0.106694 0.055 -0.007 -0.022
C -5.582876 3.871173 0.748510 -0.045 -0.007 -0.003
S -4.496951 0.579404 -1.341757 -0.380 -0.110 0.078
O -5.423621 -0.232975 -2.109030 0.063 0.087 0.082
O -3.500214 1.297528 -2.095726 0.092 0.031 0.070
N -3.776904 -0.181749 -0.148704 0.060 0.307 -0.396
C -4.461261 -0.884997 0.747288 -0.008 -0.167 0.254
N -5.817540 -0.929883 0.783744 0.039 -0.019 0.012
C -6.368203 -1.785139 1.628041 -0.029 0.025 -0.018
C -5.645046 -2.596581 2.481218 0.084 -0.017 0.098
C -4.263570 -2.396604 2.466991 -0.027 0.091 0.097
N -3.668510 -1.549831 1.657027 0.232 0.041 -0.634
H -8.624990 4.502623 1.693016 -0.004 0.012 -0.003
H -7.230651 5.254362 2.144899 -0.003 0.011 -0.004
H -8.696230 2.733270 0.060372 -0.004 0.017 0.012
H -7.346586 0.964848 -1.060365 0.012 -0.004 -0.008
H -3.763125 2.917179 0.114638 -0.001 0.000 -0.001
H -5.075365 4.680200 1.263609 -0.014 0.010 0.008
H -7.457338 -1.818299 1.626035 0.004 0.001 -0.006
H -6.115390 -3.305283 3.148682 -0.001 0.012 -0.001
H -3.612684 -2.922761 3.158283 0.022 -0.037 -0.036
C 5.691551 -3.832626 -1.434384 0.003 0.003 0.013
C 5.803041 -2.673115 -0.432040 0.028 -0.012 -0.016
C 6.923239 -1.748833 -0.912425 -0.012 0.010 0.002
C 6.217380 -3.242917 0.934005 -0.011 -0.009 -0.010
C 4.465617 -1.948520 -0.313599 0.043 0.043 0.004
C 3.321501 -2.649983 0.078199 -0.046 -0.062 0.014
C 2.117812 -2.011566 0.220835 0.043 0.068 -0.009
Br 0.591238 -3.021685 0.775029 -0.007 0.017 -0.032
C 1.901347 -0.596810 0.023356 -0.064 -0.020 0.010
O 0.791129 -0.060678 0.249710 0.104 0.085 -0.004
C 3.085958 0.091608 -0.447357 -0.058 0.016 0.002
C 4.290978 -0.589257 -0.566196 0.022 -0.045 -0.024
C 3.093674 1.591511 -0.791934 0.002 0.045 0.004
C 3.667186 1.800139 -2.205246 0.015 -0.009 0.006
C 1.716313 2.267512 -0.778509 0.017 -0.034 0.016
C 3.985057 2.338398 0.214582 0.003 0.005 -0.003
H 6.643226 -4.369673 -1.521060 0.004 -0.003 0.001
H 5.412141 -3.454505 -2.419444 0.001 0.007 -0.008
H 4.925751 -4.544720 -1.125429 -0.007 -0.008 -0.001
H 7.859755 -2.309602 -0.988675 0.003 -0.010 0.000
H 7.080419 -0.920422 -0.218723 -0.001 0.004 0.005
H 6.696620 -1.329403 -1.894747 -0.001 0.001 -0.006
H 7.163754 -3.791706 0.862116 0.007 0.000 0.000
H 5.455704 -3.922424 1.318645 -0.004 -0.006 0.000
H 6.335083 -2.435360 1.659217 0.003 0.008 0.003
H 3.368091 -3.715513 0.281697 -0.008 -0.007 0.001
H 5.154341 -0.013622 -0.880956 0.011 0.000 -0.004
H 3.046350 1.284409 -2.940096 -0.007 -0.005 -0.001
H 4.686772 1.422322 -2.301919 0.006 -0.004 0.002
H 3.677959 2.866815 -2.453111 0.000 0.010 0.001
H 1.014301 1.765659 -1.441519 -0.009 0.009 0.000
H 1.840699 3.307136 -1.107078 0.009 0.011 -0.007
H 1.268197 2.250869 0.210988 -0.013 0.001 -0.005
H 5.012240 1.966141 0.193526 0.007 -0.003 0.003
H 3.598580 2.203910 1.226589 -0.009 -0.003 0.006
H 4.003131 3.411452 -0.007919 0.001 0.006 -0.007
```
Positions in Å, forces in eV/Å.

Values from the calculation:
Charge = -2
E_HOMO = -0.28 eV
HOMO-LUMO gap = 4.57 eV
LUMO level = 0.1575 hartree
Relative energy (zero: lowest compared OMol25 entry of this formula, charge and spin) = 19.6 kcal/mol
Max |F| = 0.68 eV/Å

Formula: C14H37BaN3O5
Source: the Open Molecules 2025 dataset
Level of theory: ωB97M-V/def2-TZVPD

XYZ file:
```
60
Properties=species:S:1:pos:R:3:forces:R:3
Ba -2.734303 1.182873 0.137897 -0.662 -0.103 0.589
O -7.197146 1.469578 2.138650 -0.135 0.896 3.038
C -7.543116 1.968484 3.466464 0.531 -1.273 -5.677
C -6.396862 1.973746 4.532609 3.882 0.808 1.482
O -5.131088 2.538636 4.318114 -2.590 -0.936 -0.448
H -8.326405 1.274723 3.771844 -0.105 0.356 0.878
H -7.839043 3.001356 3.282890 -0.195 0.195 0.561
H -6.265616 0.971298 4.940010 -0.133 -0.724 -0.532
H -6.854702 2.517844 5.358697 -0.579 0.515 0.102
C 1.775931 2.361138 -5.724908 1.064 -0.049 -0.300
C 2.408963 1.919785 -4.366193 0.318 0.169 -3.329
C 3.982353 2.093559 -4.398481 -0.623 -1.247 0.296
O 4.358078 1.218166 -3.334515 2.081 -0.187 -0.036
C 5.757436 0.840318 -3.352091 -0.588 -1.109 0.401
N 1.888612 2.682773 -3.298439 0.056 0.291 0.930
H 0.714188 2.524653 -5.909459 -0.291 -0.658 1.000
H 2.120109 1.615341 -6.441446 -0.069 0.188 -0.356
H 2.158652 3.332592 -6.037808 0.550 0.100 0.004
H 2.216233 0.850447 -4.279798 0.078 0.014 0.411
H 4.332355 3.103654 -4.185658 -0.391 0.419 0.142
H 4.530650 1.801510 -5.294129 -0.446 -0.300 -0.446
H 6.498662 1.593490 -3.084850 -0.388 0.448 -0.060
H 6.082291 0.313872 -4.249549 -0.357 0.648 -0.847
H 5.888458 -0.004303 -2.675649 -0.351 0.346 0.708
H 2.081082 3.618312 -3.626787 -0.396 0.695 0.383
H 2.615396 2.528363 -2.614307 -0.290 0.214 1.139
C -4.251673 -5.727135 0.638140 -0.030 -0.655 -0.723
C -3.761332 -4.468912 -0.028409 -0.221 1.557 -0.107
C -4.320597 -4.064799 -1.448061 0.138 -0.825 0.389
O -3.896428 -2.801251 -1.870354 1.234 0.479 -0.247
C -4.202566 -2.456861 -3.215065 0.138 0.712 0.178
N -4.020096 -3.363012 0.895510 -0.362 0.775 0.411
H -3.665603 -5.859418 1.547602 -0.036 -0.063 0.030
H -4.077649 -6.601539 0.011059 -0.221 -0.219 0.036
H -5.300915 -5.647751 0.922577 -0.073 -0.120 -0.146
H -2.675382 -4.537414 -0.092550 0.113 0.021 -0.417
H -5.406450 -4.011309 -1.526613 -0.383 -0.734 0.499
H -3.928140 -4.798063 -2.152610 -0.223 -0.381 -0.152
H -3.455033 -1.727030 -3.525943 -0.141 0.361 0.242
H -5.197187 -2.012798 -3.255763 -0.121 0.061 -0.117
H -4.126805 -3.185859 -4.021857 -0.046 -0.935 0.551
H -5.019697 -3.282092 1.015294 -0.632 0.437 -0.669
H -3.846431 -3.655337 1.846550 0.951 -0.197 0.247
C 2.507567 0.196052 4.445376 -0.727 1.104 1.571
C 3.051717 1.018699 3.268998 -0.662 -0.269 -0.405
C 4.539360 1.201877 3.342987 1.480 0.851 1.010
O 5.118523 2.159114 2.456492 -0.691 0.141 -0.686
C 6.477136 2.550218 2.648445 -0.476 -0.828 0.338
N 2.618776 0.281438 2.108295 -0.074 -1.279 -1.316
H 1.526139 0.558646 4.751030 -0.586 -0.122 -0.853
H 2.928548 0.419171 5.425723 1.122 -0.242 -0.162
H 2.403082 -0.882273 4.325383 0.411 0.105 -0.299
H 2.500146 1.955413 3.188757 0.432 0.388 0.475
H 5.003237 0.222850 3.222895 0.222 -0.269 -0.095
H 4.773834 1.557369 4.346354 0.099 -0.118 0.402
H 6.658232 3.469171 2.090927 -0.188 -0.106 0.070
H 7.169221 1.778295 2.311908 0.032 -0.164 -0.323
H 6.721006 2.685327 3.702188 -0.214 0.312 0.241
H 2.856700 -0.686282 2.272611 -0.339 -0.479 0.236
H 3.177593 0.423289 1.279016 0.101 0.986 -0.241
```
Positions in Å, forces in eV/Å.

Values from the calculation:
E_HOMO = -4.85 eV
HOMO-LUMO gap = 2.81 eV
LUMO level = -0.0751 hartree
Relative energy (zero: lowest compared OMol25 entry of this formula, charge and spin) = 272.7 kcal/mol
Max |F| = 5.84 eV/Å

Formula: C15H21BN8OSiTa
Source: the Open Molecules 2025 dataset
Level of theory: ωB97M-V/def2-TZVPD

XYZ file:
```
48
Properties=species:S:1:pos:R:3:forces:R:3
Ta 0.175042 -0.085745 0.983756 -0.581 -0.003 -0.921
C 3.918555 0.689986 -0.930084 -0.005 0.001 -0.024
C 3.278093 0.383885 0.237268 -0.029 0.000 -0.061
N 1.931198 0.272319 0.004273 -0.100 -0.122 0.555
N 1.714596 0.521081 -1.351141 -0.004 0.015 0.016
C 2.911365 0.763928 -1.894219 0.062 -0.010 -0.019
B 0.289734 0.435548 -2.038493 -0.022 -0.161 0.263
N -0.303107 -1.004256 -1.751271 0.037 -0.071 -0.170
C -0.764518 -1.984583 -2.531821 -0.008 0.012 0.078
C -1.260009 -3.040179 -1.755744 -0.001 -0.018 -0.024
C -1.078591 -2.658985 -0.460748 -0.009 0.039 -0.011
N -0.496154 -1.412965 -0.426356 0.269 0.496 0.679
N -0.683103 1.454495 -1.336626 0.079 0.091 -0.019
C -1.608777 2.299270 -1.805440 -0.056 0.000 0.004
C -2.269129 2.936757 -0.755542 -0.039 -0.015 -0.007
C -1.722565 2.413393 0.384369 0.054 0.000 -0.031
N -0.756068 1.500687 0.051691 0.133 -0.419 0.525
N 0.470353 0.746273 -3.536800 0.003 0.048 0.121
C 0.503737 1.883995 -4.184562 -0.030 -0.008 -0.109
C 0.873894 1.598450 -5.553021 0.086 0.002 0.016
C 1.070732 0.176771 -5.567585 -0.046 -0.050 0.071
N 0.855516 -0.335084 -4.396960 -0.042 -0.023 -0.025
H 4.976503 0.839504 -1.081343 0.000 0.004 -0.006
H 3.685185 0.235167 1.228088 -0.027 -0.004 0.008
H 3.025095 0.973195 -2.946758 -0.027 -0.013 -0.001
H -0.721954 -1.911604 -3.605150 0.017 0.029 -0.063
H -1.691043 -3.961656 -2.115624 0.006 0.001 -0.016
H -1.318292 -3.180244 0.455509 0.008 0.014 0.011
H -1.790910 2.416491 -2.863324 0.002 -0.021 0.011
H -3.051222 3.676623 -0.830904 0.005 0.006 -0.011
H -1.945226 2.630426 1.420046 0.002 -0.015 0.002
H 0.305205 2.848882 -3.737364 0.036 0.010 -0.033
H 1.006991 2.306456 -6.362058 -0.055 0.034 0.018
H 1.361086 -0.445268 -6.404963 0.018 0.000 0.002
C -1.662255 0.553479 4.946489 -0.006 0.050 -0.196
Si -0.700117 -0.932036 4.468825 -0.270 -0.266 0.730
C 0.846386 -1.191383 5.404808 0.115 0.053 -0.230
C -1.623190 -2.451338 3.989602 -0.007 0.049 -0.117
O -0.105302 -0.413501 2.693763 0.416 0.297 -1.307
H -2.109413 0.345889 5.924636 0.005 0.017 0.023
H -2.485012 0.792600 4.270236 -0.014 -0.013 0.029
H -1.013992 1.423163 5.068535 -0.043 0.028 0.043
H 0.541856 -1.510833 6.408188 0.038 0.001 0.027
H 1.421749 -0.271297 5.515489 0.029 -0.025 0.071
H 1.479388 -1.977725 4.992056 0.012 -0.016 0.054
H -2.115935 -2.849475 4.882465 0.011 0.005 0.027
H -0.949838 -3.234570 3.633188 -0.035 -0.013 -0.005
H -2.416539 -2.265986 3.260619 0.010 -0.016 0.025
```
Positions in Å, forces in eV/Å.

Values from the calculation:
Charge = +4
Multiplicity = 2
E_HOMO (spin up / spin down) = -21.59 / -21.59 eV
HOMO-LUMO gap (spin up / spin down) = 6.76 / 5.54 eV
LUMO level (spin up / spin down) = -0.5451 / -0.5898 hartree
Relative energy (zero: lowest compared OMol25 entry of this formula, charge and spin) = 4.5 kcal/mol
⟨S²⟩ = 0.758
Max |F| = 1.40 eV/Å

- Which of these has the lowest relative energy (zero: lowest compared OMol25 entry of this formula, charge and spin)?
  C15H21BN8OSiTa

- Which of these has the lowest relative energy (zero: lowest compared OMol25 entry of this formula, charge and spin)?
  C15H21BN8OSiTa

- Among the records above, which one has the lowest relative energy (zero: lowest compared OMol25 entry of this formula, charge and spin)?
  C15H21BN8OSiTa